Entry 1:
This record from the OMol25 dataset describes a single C21H24Cl2N4O4S molecule at a distorted geometry. The level of theory is the ωB97M-V functional and the def2-TZVPD basis.

Geometry as XYZ:
```
56
Properties=species:S:1:pos:R:3:nbo_charge:R:1
H 1.47972 -4.22110 -1.02007 0.18
O 1.19967 3.47464 1.80435 -0.95
Cl -7.76607 -0.29799 0.20749 0.02
N 0.47469 3.34341 -0.69023 -0.67
H 0.45310 -3.80858 0.37377 0.21
H -1.43502 -0.76097 0.32992 0.41
C -3.35662 -1.11001 -0.22714 0.25
H 1.88093 -6.12156 0.35344 0.22
C 2.11259 -5.16243 0.81002 -0.41
C -0.28198 5.67257 -0.54289 -0.09
N 0.07377 -1.88889 -1.19309 -0.66
H -6.35714 -2.22471 -1.31112 0.23
H -0.34021 0.67058 -0.81491 0.24
H -1.50754 3.88218 -0.60702 0.24
H -3.08587 0.55972 1.10846 0.24
C 1.94436 -1.55934 0.39331 0.19
C 1.78921 3.82993 -1.06044 -0.26
H 4.43298 -2.79281 0.57742 0.21
H 2.05280 5.26430 0.52611 0.19
C -4.28488 -1.88661 -0.91592 -0.27
N -1.98340 -1.32698 -0.30420 -0.65
C 2.25262 0.68181 1.31188 -0.10
H -1.01655 6.39050 -0.91101 0.20
C 0.83096 -1.06415 -0.33976 0.14
C 1.14320 1.12559 0.62216 -0.41
C -0.58859 4.26268 -1.05178 -0.26
H 1.86510 3.78840 -2.15204 0.21
H 2.52689 3.15867 -0.61841 0.22
Cl -5.67390 1.47159 1.73723 0.03
H -3.94163 -2.67826 -1.56023 0.26
C -6.07778 -0.60095 0.04123 -0.10
H 2.77605 1.36261 1.96358 0.23
C -5.15036 0.18139 0.72441 -0.04
C 3.56444 -3.30569 0.99792 -0.21
C 3.59416 -4.81002 0.75238 -0.41
O 0.97261 6.11485 -1.01525 -0.52
H 3.99438 -5.02612 -0.23839 0.21
C -5.63450 -1.62625 -0.77989 -0.19
C -3.79638 -0.06897 0.59044 -0.29
O -0.97970 2.50658 1.17523 -0.95
N 2.34650 -2.86081 0.33970 -0.42
H 3.52388 -3.10763 2.07741 0.18
S 0.40743 2.72302 0.86985 2.32
H 0.56710 -2.45386 -1.86699 0.42
C 2.66147 -0.62841 1.16932 -0.30
C 0.47204 0.26967 -0.22884 -0.21
C -1.29621 -2.01826 -1.26736 0.79
H 3.53295 -0.95047 1.71256 0.22
H 2.93435 5.67664 -0.97927 0.20
O -1.79028 -2.73644 -2.10851 -0.64
H -0.28872 5.66484 0.55740 0.17
H 4.18931 -5.33642 1.49462 0.22
C 1.47819 -3.99696 0.05266 -0.20
H 1.77047 -5.17469 1.84532 0.21
H -0.67369 4.26436 -2.14324 0.21
C 2.00912 5.26580 -0.57159 -0.10
```

Computed properties:
Gap between HOMO and LUMO, hartree: 0.3181
Energy relative to the best compared isomer or geometry (same formula, charge and spin), kJ/mol: 6.2
E_LUMO, eV: 0.36
HOMO level, eV: -8.2935
2S+1: 1
Strongest force on any atom, eV/Å: 1.10
SMILES: O=C(Nc1ccc(Cl)c(Cl)c1)Nc1cc(S(=O)(=O)N2CCOCC2)ccc1N1CCCC1



Entry 2:
This record from the OMol25 dataset describes 11 unconnected molecules or ions with the total composition C11H33N11O22 at a distorted geometry. The level of theory is the ωB97M-V functional and the def2-TZVPD basis.

Geometry as XYZ:
```
77
Properties=species:S:1:pos:R:3:lowdin_charge:R:1
H -2.06852 -4.80870 0.65947 0.09
N -2.86441 -1.31528 3.69541 -0.61
H 1.33975 5.56333 2.46745 0.11
H -4.16445 2.00651 -2.29109 0.10
H 1.04845 -3.56873 -3.86227 0.10
C 1.77237 -0.29334 -4.42917 0.04
H 1.73113 -3.85269 -2.24358 0.10
H 2.78422 3.51810 -0.60952 0.09
H 2.94462 1.96674 -1.46689 0.07
N 1.06910 -5.48882 -3.02610 -0.44
C -2.47787 -3.79959 0.61216 0.03
H 1.85159 0.70336 -3.99511 0.08
O 1.68567 0.73552 -6.50148 0.07
N -2.84636 -3.37254 -0.76653 -0.41
C -3.97996 -1.12399 4.65821 -0.03
H -3.29268 -3.72270 1.33208 0.10
H -1.99331 3.35948 2.40519 0.09
N 5.15616 -0.92021 -1.90388 -0.47
C -0.88557 0.09249 -0.07398 0.05
O 2.93994 -0.99371 -6.34932 0.05
C 0.88957 -4.06272 -2.90371 0.02
O -2.85165 -2.13995 -0.97559 0.01
N 2.72264 3.62481 -2.74132 -0.42
O 0.80107 3.04286 1.86075 0.04
O 4.58478 -0.15428 -2.62525 0.07
O 0.21916 -1.11922 -1.67085 0.06
O -5.83588 -0.33006 -0.94819 0.07
C 3.23162 3.01827 -1.46864 0.05
H 2.19315 4.91043 3.97839 0.11
C -2.75406 2.60187 2.21707 0.03
H -2.59388 1.54763 2.44292 0.10
C -4.81607 1.13819 -2.38869 0.03
H -2.95096 2.54889 1.14631 0.07
H 2.71064 -1.13969 3.37001 0.10
H -0.58727 1.03977 0.37521 0.08
H -4.80944 -1.77423 4.38028 0.06
O 1.92854 -5.86814 -3.81654 0.06
H -0.05841 -3.83630 -2.41568 0.09
N 0.36618 -0.35113 -0.75911 -0.40
H 2.79388 4.43936 2.34438 0.10
H 4.31856 2.96063 -1.41100 0.10
O -1.70787 -1.45504 4.16585 -0.21
O -3.20729 -4.18161 -1.56837 0.07
O 0.19710 -6.19999 -2.48617 0.05
H 4.89476 -1.57196 0.08013 0.10
O -3.16185 -1.33107 2.49826 -0.17
N 2.16963 -0.17292 -5.88766 -0.45
C 4.46051 -1.75427 -0.90287 0.05
H 4.66340 -2.77467 -1.22804 0.10
H 2.32858 -1.08985 -3.93491 0.08
C 2.10567 -0.24212 3.49836 0.06
O 2.82596 2.99674 -3.77552 0.05
N 1.05959 3.60624 2.90463 -0.46
O -4.16679 0.86739 -0.17660 0.04
O 3.35613 1.71691 3.98561 0.00
O 0.63113 3.21034 3.98449 0.06
H 2.09697 0.26720 2.53471 0.08
C 1.93671 4.77590 2.92756 0.05
N -4.96649 0.53389 -1.05886 -0.42
O -4.56557 3.96621 2.30192 -0.01
N 2.89291 0.63345 4.43004 -0.40
H -5.77985 1.51507 -2.73101 0.10
N -4.05717 2.94149 2.82784 -0.40
H -1.72604 0.16286 -0.76445 0.08
H -4.24100 -0.06644 4.61863 0.05
O 1.47249 0.00932 -0.30566 0.01
O 2.96977 0.30703 5.60838 0.06
H 0.74621 -0.66086 -4.43284 0.09
H -1.08448 -0.54966 0.78403 0.10
H 3.40429 -1.48900 -0.85679 0.07
O 6.30680 -1.20397 -2.01980 0.07
H -1.77657 -3.12962 1.10956 0.08
H -3.62203 -1.40912 5.64749 0.06
H -4.44573 0.35331 -3.04816 0.11
O -4.59360 2.39441 3.77809 0.07
O 2.20488 4.74115 -2.71298 0.05
H 1.12704 -0.49921 3.90368 0.10
```

Computed properties:
Total charge: -1
Gap between HOMO and LUMO (alpha / beta), hartree: 0.1088 / 0.2448
Energy relative to the best compared isomer or geometry (same formula, charge and spin), kJ/mol: 0.0
E_LUMO (alpha / beta), eV: 1.48 / 1.50
HOMO level (alpha / beta), eV: -1.4753 / -5.1663
2S+1: 2
Strongest force on any atom, eV/Å: 4.40
Expectation value of S²: 0.7536



Entry 3:
This record from the OMol25 dataset describes 5 unconnected molecules or ions with the total composition C14H38O6 at a distorted geometry. The level of theory is the ωB97M-V functional and the def2-TZVPD basis.

Geometry as XYZ:
```
58
Properties=species:S:1:pos:R:3:nbo_charge:R:1
H 4.13526 -0.38559 2.52366 0.20
H 2.56999 -1.96319 0.37273 0.19
H 0.41939 3.75446 3.72603 0.20
C -4.93404 0.77657 -2.27023 -0.63
C -0.18217 -3.73886 -1.18883 0.11
C -0.03391 0.47429 -0.50823 0.11
H -5.52223 1.62486 -2.74142 0.23
H 1.83166 5.88285 3.26571 0.20
C -1.71570 -3.28298 -1.38743 -0.62
H 1.53532 3.68445 1.66809 0.15
H 0.97238 -1.12640 -1.00356 0.52
C 2.69712 5.26449 2.97120 -0.62
O -5.74917 -0.27358 -4.16049 -0.72
H -0.83759 -0.55541 1.03566 0.19
C -0.70676 0.34940 0.84277 -0.61
O 4.02467 -2.73682 1.65458 -0.76
O 0.63107 -2.74687 -1.68409 -0.74
C 3.25494 -0.50531 1.87448 -0.08
O 3.06688 0.65675 1.20968 -0.74
H -2.01461 -3.20763 -2.34544 0.20
H 3.28136 5.71049 2.14170 0.22
H -0.10818 -4.82160 -1.64788 0.17
H 0.03947 0.61011 1.63100 0.21
H 3.32579 -3.20048 2.12929 0.46
C 3.44229 -1.62189 0.80471 -0.09
H -4.02626 -1.85342 -2.63345 0.20
C 0.47440 1.94555 -0.77901 -0.63
H 2.33705 0.50900 0.57995 0.51
H 1.20450 2.35976 -0.03712 0.22
C 0.13143 -3.95028 0.38698 -0.65
O 1.09321 -0.24787 -0.53661 -0.78
H -5.46872 0.01555 -1.69149 0.22
H 0.84469 1.98885 -1.79768 0.21
H -3.95198 0.60950 -4.25780 0.15
H 1.01078 2.17588 3.34716 0.20
H 3.18131 2.04708 1.94380 0.51
H 1.99833 2.99570 4.64407 0.21
C -3.53045 -1.06370 -3.30964 -0.65
H 3.37972 5.19755 3.89692 0.22
H -1.66703 -2.21319 -0.90265 0.20
H -0.70320 0.22557 -1.29100 0.16
C 2.18071 3.84957 2.57680 0.09
H -2.85908 -0.54666 -2.60545 0.23
O 3.31785 3.06511 2.29688 -0.81
H 0.75824 -2.90109 -2.62412 0.49
H -1.73923 0.82980 0.96558 0.21
H -0.02698 -3.08041 1.03369 0.21
H 4.44551 -1.28880 0.20604 0.21
H -0.48308 2.47357 -0.93731 0.20
H -4.09226 1.11541 -1.70281 0.20
C -4.47564 0.06112 -3.54345 0.09
H -5.48948 -0.79430 -4.93896 0.46
H -2.46934 -4.05488 -0.77696 0.21
C 1.39228 3.15913 3.65150 -0.62
H 2.48907 -0.74274 2.66140 0.15
H -3.27858 -1.53886 -4.26770 0.22
H -0.47484 -4.67392 0.94478 0.22
H 1.07380 -4.29568 0.58395 0.21
```

Computed properties:
Gap between HOMO and LUMO, hartree: 0.3248
Energy relative to the best compared isomer or geometry (same formula, charge and spin), kJ/mol: 209.1
E_LUMO, eV: 0.09
HOMO level, eV: -8.7448
2S+1: 1
Strongest force on any atom, eV/Å: 8.53
SMILES: CC(C)O.CC(C)O.CC(C)O.CC(C)O.OCCO



Entry 4:
This record from the OMol25 dataset describes a molecular structure, C37H32BrMnN3O8S2. The level of theory is the ωB97M-V functional and the def2-TZVPD basis.

Geometry as XYZ:
```
84
Properties=species:S:1:pos:R:3:lowdin_charge:R:1
C 0.49977 -2.62735 3.69392 0.04
C -3.46218 4.33845 0.10321 -0.19
H -2.22115 4.56710 -2.90791 0.12
C -3.00593 -2.99212 -1.14181 -0.39
H -3.94031 6.33526 -0.59548 0.11
H -2.25796 -0.60513 -2.54814 0.09
N -2.86699 2.27888 0.85983 0.15
C -0.41797 1.41125 -3.61266 -0.26
C -3.58067 -2.32875 -0.07140 -0.05
C 1.66608 -3.17071 3.20340 0.00
C -4.87309 -2.67358 0.30330 -0.06
C -0.62560 2.89131 1.82101 -0.13
C 0.46587 6.05673 -1.47239 -0.06
C -5.07725 2.58023 -0.31623 -0.01
H 3.18606 -3.16577 1.64788 0.15
H 3.83185 0.76881 0.75334 0.09
H 2.78087 2.82750 3.64045 0.12
N -2.22281 4.39256 0.70516 0.18
C -3.67460 -3.99914 -1.82689 -0.09
H -1.22050 6.81129 -2.56784 0.12
C 1.11919 4.92999 -0.98286 -0.05
C 1.46940 1.80402 2.28595 -0.26
H -1.16351 1.38741 -4.41017 0.10
C 0.22155 1.78244 1.65350 0.03
H -2.40360 0.74970 1.29387 0.00
H -1.59144 5.17648 0.71162 0.16
C 0.58994 3.66802 -1.20217 -0.06
O 1.49463 -5.01928 4.71460 0.18
C 1.61929 -1.74201 1.35995 -0.14
N 0.48505 -1.20200 1.81279 0.03
C 2.35838 -4.43700 4.11865 -0.53
O -0.82540 1.13163 -0.99861 -0.57
C -0.56012 -1.13572 -3.88260 -0.22
H 4.33566 0.42446 2.42702 0.11
C -5.45067 4.86758 -1.04666 -0.08
H 2.04410 5.03499 -0.43136 0.12
C -0.24027 3.94828 2.64731 -0.08
H -5.33763 -2.17044 1.14124 0.11
O -0.68814 -1.79453 -0.58369 -0.53
H 1.08040 2.77903 -0.82308 0.11
H 0.88762 7.03826 -1.30098 0.11
C 2.16104 -1.10796 0.09404 -0.57
C -4.24802 5.30013 -0.52494 -0.02
H -6.09945 5.57838 -1.54056 0.11
C 3.69024 1.03624 1.80108 -0.01
H 0.29550 2.20200 -3.83213 0.10
H 0.08807 -2.01476 -3.92793 0.12
H -6.81438 3.23840 -1.36259 0.11
C -5.85978 3.52681 -0.94380 -0.08
C -0.60684 3.56658 -1.89762 -0.40
H 0.63393 -0.05955 -2.41798 0.08
O -1.81088 -0.04530 1.38289 -0.29
C -1.77473 -1.46900 -3.01203 -0.30
H -3.19102 -4.53100 -2.63854 0.11
C 0.27933 0.06110 -3.44216 -0.21
C -5.56424 -3.66093 -0.38387 -0.07
H -0.90778 -0.97148 -4.90559 0.12
C 2.26502 -2.75710 2.03503 0.09
C 0.98032 3.92619 3.29316 -0.67
C -0.07937 -1.61690 2.94268 -0.02
C -3.85572 3.00063 0.20953 -0.21
H -6.56892 -3.92593 -0.08255 0.11
H -3.02045 -1.56904 0.45962 0.08
O 2.33029 0.75810 2.16765 -0.12
H -5.39128 1.54854 -0.22885 0.11
Mn -0.27722 0.10085 0.53426 0.91
C 1.83686 2.86664 3.11561 -0.05
H 0.04297 -2.98318 4.60401 0.13
C -4.96654 -4.32504 -1.44805 -0.07
H 1.17485 0.09499 -4.06458 0.13
H -5.50068 -5.10610 -1.97173 0.11
H -0.91435 4.77759 2.80906 0.11
H -1.01152 -1.14014 3.21266 0.13
C -1.91212 3.12965 1.12729 -0.27
O 1.43314 -0.10686 -0.31218 -0.12
S -1.35885 1.97484 -2.13269 1.10
H 3.93866 2.08605 1.94179 0.09
C -1.27365 4.67604 -2.39328 -0.09
S -1.34763 -2.60495 -1.66918 1.07
O 3.54002 -4.39893 3.84174 0.21
O 3.17677 -1.51419 -0.41287 0.13
Br 1.46005 5.34909 4.43245 0.80
H -2.53290 -2.00075 -3.58916 0.10
C -0.71986 5.93194 -2.18516 -0.06
```

Computed properties:
Total charge: +1
Gap between HOMO and LUMO (alpha / beta), hartree: 0.2537 / 0.2026
Energy relative to the best compared isomer or geometry (same formula, charge and spin), kJ/mol: 364.3
E_LUMO (alpha / beta), eV: -4.17 / -5.57
HOMO level (alpha / beta), eV: -11.0721 / -11.0840
2S+1: 5
Strongest force on any atom, eV/Å: 0.52
Expectation value of S²: 6.2383



Entry 5:
This record from the OMol25 dataset describes a molecular structure, C2H3N3O. The level of theory is the ωB97M-V functional and the def2-TZVPD basis.

Geometry as XYZ:
```
9
Properties=species:S:1:pos:R:3:nbo_charge:R:1
H -0.02101 2.09914 -0.50469 0.24
C -0.88047 -0.06679 -0.09734 0.55
C -0.00139 1.05494 -0.24049 -0.34
H -2.38159 -1.14202 -0.05096 0.50
N 0.96544 0.15793 0.09550 0.16
H 2.30088 -0.94482 0.53335 0.35
N 2.18887 0.04179 0.26569 -0.35
N 0.00376 -0.98695 0.24303 -0.49
O -2.17449 -0.21321 -0.24410 -0.62
```

Computed properties:
Gap between HOMO and LUMO (alpha / beta), hartree: 0.3122 / 0.3121
Energy relative to the best compared isomer or geometry (same formula, charge and spin), kJ/mol: 436.8
E_LUMO (alpha / beta), eV: 0.26 / 0.25
HOMO level (alpha / beta), eV: -8.2388 / -8.2384
2S+1: 1
Strongest force on any atom, eV/Å: 0.62